1.
C26H37N3O24S5 | the ωB97M-V functional and the def2-TZVPD basis

The geometry in XYZ format:
```
95
Properties=species:S:1:pos:R:3:mulliken_charge:R:1
C -0.20903 -2.95588 2.70869 -0.95
C 1.21718 -3.02534 2.25608 -0.15
C 2.23320 -2.51162 3.25508 0.65
C 3.43850 -1.97099 2.69686 0.17
N 4.37817 -1.50208 2.21476 -0.52
H -0.89788 -3.09502 1.89210 0.27
H -0.50599 -1.98081 3.20031 -0.08
H -0.50629 -3.75139 3.42865 0.52
H 1.39690 -2.50934 1.28893 -0.10
H 1.41009 -4.07246 2.02295 0.40
H 2.51885 -3.26953 4.01909 0.42
H 1.71917 -1.78777 3.88184 -0.65
C 0.70074 0.76076 0.51184 -0.60
C -0.06430 -0.36910 0.82036 -0.03
C -0.50478 -1.11708 -0.22010 -0.12
C -0.14530 -0.77578 -1.51845 -0.30
C 0.73045 0.21970 -1.84352 -0.83
C 1.11254 1.04549 -0.79198 -0.71
N -0.69710 -1.60394 -2.59231 1.50
O -0.26076 -1.43843 -3.71084 -0.78
O -1.47228 -2.47513 -2.25888 -0.63
H 0.92663 1.50692 1.31073 0.22
H -0.32018 -0.49944 1.83104 0.73
H -1.27679 -1.84433 -0.02220 0.39
H 1.02899 0.40762 -2.86535 0.69
H 1.73320 1.92270 -0.93162 0.48
C -0.81127 2.38116 4.17367 -0.47
C 0.43705 2.85745 4.50814 -0.26
C 1.31381 2.05084 5.12088 -0.60
C 0.93441 0.78262 5.48439 0.17
C -0.32569 0.26604 5.19588 -0.68
C -1.18070 1.06387 4.49116 -0.24
N 1.96311 -0.13242 6.10419 1.05
O 3.06448 0.39664 6.33062 -0.63
O 1.61906 -1.26406 6.33283 -0.58
H -1.44873 2.92074 3.47645 0.37
H 0.68088 3.84862 4.23797 0.47
H 2.35692 2.22814 5.29148 0.49
H -0.57864 -0.71885 5.54138 0.47
H -2.09597 0.60549 4.22230 0.44
C 5.81774 -0.58182 -0.65673 -0.29
C 4.53063 -1.31165 -1.15900 -0.03
O 4.18171 -0.79308 -2.54786 -0.37
S 4.89027 0.70627 -2.45009 1.04
O 4.17714 1.62408 -1.61797 -0.36
O 5.04826 1.22202 -3.78499 -0.65
O 6.27920 0.24301 -1.75848 -0.35
H 6.63928 -1.26739 -0.45597 0.36
H 5.53997 0.13823 0.17132 0.21
H 3.69823 -0.88427 -0.57751 0.00
H 4.54009 -2.37855 -1.32119 0.41
C -6.30525 -0.53038 2.44700 -0.51
C -5.36546 0.54590 2.83226 -0.17
O -4.01850 -0.09209 2.78535 -0.23
S -4.13293 -1.72826 2.71139 1.12
O -3.38279 -2.34611 3.71658 -0.54
O -3.80452 -2.20660 1.41725 -0.50
O -5.72460 -1.78659 3.05891 -0.36
H -6.44475 -0.68610 1.35495 0.27
H -7.30041 -0.50251 2.83889 0.33
H -5.42269 0.87693 3.87642 0.28
H -5.42314 1.28921 2.04905 0.30
C -4.39483 0.65678 -6.26776 -0.24
C -2.92529 1.22959 -6.16968 -0.34
O -2.84107 1.83522 -4.88982 -0.35
S -3.81812 1.01704 -3.78604 0.97
O -4.63092 1.96990 -3.10818 -0.59
O -3.11342 0.19414 -2.83892 -0.33
O -4.57713 0.10222 -4.93932 -0.31
H -4.42248 -0.10920 -7.05744 0.22
H -5.11755 1.48501 -6.35491 0.33
H -2.84212 2.06745 -6.85118 0.38
H -2.24025 0.50639 -6.50862 0.29
C -3.08319 -3.06545 -4.81539 0.23
C -1.75212 -3.44405 -5.57220 -0.08
O -1.93300 -2.88180 -6.86918 -0.34
S -3.49033 -3.22426 -7.31175 1.10
O -3.60896 -4.47647 -7.97026 -0.58
O -3.99747 -2.14465 -8.12498 -0.58
O -4.08424 -3.26645 -5.81904 -0.33
H -3.04765 -2.05714 -4.51667 -0.23
H -3.29436 -3.69875 -3.98972 0.39
H -1.64790 -4.55992 -5.65026 0.26
H -0.90924 -2.88101 -5.13275 0.18
C 5.07145 5.96104 2.20674 -0.39
C 5.60338 4.79297 1.39258 -0.24
O 4.37755 4.23936 0.83946 -0.26
S 3.17626 4.26001 1.92308 1.13
O 3.09535 3.11952 2.75406 -0.40
O 1.98388 4.60684 1.26324 -0.59
O 3.82462 5.46980 2.86767 -0.37
H 4.95904 6.91597 1.68505 0.29
H 5.67722 6.16493 3.11957 0.28
H 6.17271 3.99191 1.91447 0.26
H 6.20001 5.07878 0.55317 0.29
```

Properties
F_max in eV/Å: 3.6
Spin multiplicity: 1
Energy in eV: -135335.955

2.
C26H37O25 | the ωB97M-V functional and the def2-TZVPD basis

The geometry in XYZ format:
```
88
Properties=species:S:1:pos:R:3:mulliken_charge:R:1
C -0.70782 -1.13657 -1.16885 -0.30
C 0.19197 -0.49214 -0.19316 0.08
O -0.00945 0.86922 0.05073 -0.53
H -1.66769 -1.06119 -0.65792 0.05
H -0.37669 -2.16577 -1.30738 0.11
H -0.66806 -0.63844 -2.13755 0.07
H 1.17567 -0.78391 -0.56099 0.25
H 0.03809 -1.05250 0.72902 -0.50
C -1.64115 -2.19508 3.22128 0.44
C -0.32761 -2.97318 2.95316 -0.14
O 0.60821 -2.09930 3.64845 -0.20
C -0.02467 -1.08122 4.29730 0.60
O 0.56908 -0.17868 4.93283 -0.62
O -1.35820 -1.19660 4.17028 -0.35
H -2.53979 -2.76718 3.45203 0.41
H -1.86526 -1.70492 2.27386 -0.42
H -0.07607 -3.01325 1.89335 -0.05
H -0.30065 -4.01015 3.28795 0.41
C 0.72750 4.13640 1.48876 0.76
C 1.22134 5.37384 0.73862 -0.24
O 2.04227 6.02108 1.70497 -0.38
C 2.29974 5.22350 2.71248 0.64
O 2.98755 5.53709 3.65553 -0.61
O 1.58596 4.14439 2.61603 -0.34
H 0.95065 3.25176 0.89233 -0.60
H -0.31930 4.21407 1.78246 0.13
H 0.36234 5.95270 0.39932 0.36
H 1.84289 5.10716 -0.11617 0.28
C -0.54331 2.61591 -2.99889 0.64
C -0.31446 3.51903 -1.76303 0.72
O -0.13923 4.82959 -2.27992 -0.33
C -0.58265 4.83555 -3.52890 0.45
O -0.67603 5.82767 -4.23861 -0.60
O -0.82321 3.56854 -3.98778 -0.39
H -1.32340 1.85948 -2.91312 -0.26
H 0.40465 2.11663 -3.19934 0.19
H 0.58422 3.09271 -1.31726 -0.22
H -1.13463 3.40056 -1.05494 -0.21
C 3.58203 1.16229 3.01219 -0.03
C 3.06332 0.80735 1.58949 1.67
O 4.25882 0.64831 0.83443 -0.34
C 5.33298 0.98273 1.50104 0.60
O 6.52480 1.00875 1.10015 -0.63
O 4.94575 1.45374 2.77915 -0.38
H 3.48778 0.37221 3.75717 0.17
H 3.04735 2.01446 3.43173 0.25
H 2.48422 1.55228 1.04377 -0.48
H 2.57197 -0.16546 1.60739 -1.02
C -2.94666 1.21396 1.58144 0.36
C -3.39018 1.46003 0.15494 1.52
O -4.66468 1.87864 0.33446 -0.43
C -4.88107 2.24592 1.60347 0.55
O -5.87082 2.83571 1.98002 -0.61
O -3.93873 1.73702 2.37416 -0.40
H -1.99859 1.70906 1.79152 -0.05
H -2.96261 0.13142 1.70771 -0.07
H -3.43288 0.53574 -0.42123 -0.51
H -2.83368 2.23954 -0.36541 -0.53
C -5.10393 -0.75215 -3.16729 -0.31
C -3.61496 -1.19542 -2.90524 0.28
O -3.74158 -2.17257 -1.93704 -0.21
C -5.04712 -2.56718 -2.00263 0.57
O -5.44816 -3.50060 -1.27299 -0.61
O -5.80073 -1.85510 -2.81526 -0.29
H -5.27943 -0.38373 -4.17802 0.37
H -5.28797 0.06240 -2.46676 0.20
H -3.07497 -0.30718 -2.57726 -0.29
H -3.20147 -1.52974 -3.85674 0.30
C 2.59010 -3.69867 0.59405 0.22
C 3.27334 -3.11695 1.88766 0.41
O 3.09303 -4.20872 2.83316 -0.38
C 2.48852 -5.29243 2.23033 0.60
O 2.32234 -6.43705 2.72946 -0.61
O 2.19548 -4.97427 0.94077 -0.35
H 3.27556 -3.76686 -0.25069 0.34
H 1.79534 -3.04684 0.23133 -0.39
H 2.75534 -2.18466 2.11260 -0.21
H 4.29557 -2.98751 1.53217 0.37
C 0.53511 -2.96447 -3.91718 -0.06
C 1.62864 -1.88139 -3.67643 0.25
O 2.77186 -2.62102 -3.25210 -0.36
C 2.46815 -3.95570 -3.16904 0.72
O 3.31916 -4.82306 -2.95093 -0.59
O 1.14835 -4.10819 -3.38696 -0.37
H 0.45486 -3.15142 -4.98803 0.34
H -0.46542 -2.74962 -3.54182 -0.04
H 1.29463 -1.11451 -2.97756 -0.12
H 1.80845 -1.48589 -4.67610 0.28
```

Properties
Relative energy (zero: lowest compared OMol25 entry of this formula, charge and spin) in kcal/mol: 0.0
Charge: -1
F_max in eV/Å: 6.7
Spin multiplicity: 1

Which value of F_max does entry 1 give? 3.6 eV/Å